DFT (wB97M-V/def2-TZVPD) results for a structure of composition C36H77BF3N4NaO19P2S in a non-equilibrium geometry.

Calculated values
Energy   -126095.13987 eV
E_LUMO   -2.36 eV
HOMO   -5.98 eV

Each line ends with the Löwdin charge.
CARTESIAN COORDINATES (ANGSTROEM)
C -4.21360 1.63654 -4.65902  -0.07
C -3.38885 2.47101 -5.62914  -0.25
O -2.58322 1.64314 -6.49549  -0.18
P -1.02804 1.63102 -6.22855  0.45
O -0.39844 2.96311 -6.32830  -0.25
C -0.78258 0.97083 -4.56809  -0.18
C 0.71341 0.73700 -4.31699  -0.11
C 1.13201 1.10632 -2.88646  -0.29
C 2.51928 1.69557 -2.79413  -0.09
N 2.82221 2.27046 -1.46559  0.02
C 2.09117 3.57808 -1.34917  -0.10
C 2.78355 4.65548 -2.22180  -0.37
C 1.85630 5.10820 -3.35997  -0.05
C 3.28707 5.87836 -1.43889  -0.06
C 2.62002 1.18109 -0.41407  -0.33
C 3.94240 0.42535 -0.28744  -0.03
P 2.43827 1.93880 1.25768  0.49
O 3.46407 2.98197 1.33799  -0.21
O 2.63545 0.86415 2.40386  -0.05
O 0.97229 2.54399 1.42419  -0.11
C 1.38299 0.26753 -0.69433  -0.13
B 1.30500 -1.13719 0.12274  -0.52
O 0.13669 -1.31490 0.88285  0.11
N 2.28720 -2.15038 0.10160  -0.06
C 2.85855 -2.49288 -1.22100  -0.04
C 1.87882 -3.40528 0.74780  -0.07
O 1.13231 -0.05892 -2.08088  -0.06
O -0.47174 0.55674 -7.24790  -0.19
C 0.80710 0.80689 -7.88244  -0.25
C 0.63372 1.49477 -9.23155  -0.04
H -4.39045 0.63851 -5.05448  0.08
H -3.70213 1.54005 -3.70019  0.07
H -5.16653 2.12054 -4.45612  0.08
H -4.05477 3.03814 -6.27481  0.12
H -2.78799 3.20421 -5.08997  0.11
H -1.19073 1.72092 -3.88801  0.10
H -1.37596 0.06893 -4.41881  0.11
H 1.26081 1.30589 -5.07619  0.07
H 0.88790 -0.33514 -4.39750  0.13
H 0.36419 1.77819 -2.48661  0.14
H 3.20327 0.84819 -2.92130  0.14
H 2.77127 2.41319 -3.56591  0.06
H 3.83245 2.48351 -1.50144  0.18
H 2.04365 3.96470 -0.33889  0.08
H 1.07234 3.50010 -1.72616  0.12
H 3.67154 4.22417 -2.71426  0.13
H 2.34279 5.94291 -3.86338  0.10
H 0.87025 5.39760 -3.00256  0.09
H 1.76552 4.32570 -4.13403  0.05
H 3.41795 5.65300 -0.38227  0.08
H 4.28256 6.15425 -1.84738  0.03
H 2.60527 6.70930 -1.61209  0.08
H 3.94057 -0.21549 0.58749  0.10
H 4.76220 1.12912 -0.13959  0.10
H 4.17205 -0.14849 -1.17426  0.06
H 1.85262 0.81854 2.97862  0.09
H 0.51668 2.68215 0.58306  0.08
H 0.49929 0.83732 -0.37141  0.13
H -0.56895 -1.65645 0.31966  0.11
H 2.17932 -3.16473 -1.75196  0.10
H 3.07399 -1.62171 -1.82358  0.06
H 3.80803 -3.00842 -1.07661  0.10
H 2.69332 -4.12307 0.64834  0.09
H 1.66221 -3.26070 1.80125  0.08
H 1.02364 -3.85150 0.22921  0.09
H 1.23692 -0.18260 -8.01310  0.10
H 1.46082 1.38119 -7.22715  0.08
H 1.13977 2.45812 -9.25958  0.08
H 1.03911 0.88615 -10.03705  0.08
H -0.41842 1.68367 -9.42960  0.09
C -0.50844 1.42381 5.07880  -0.12
C -0.31930 2.24985 6.17462  -0.10
C -0.68968 1.81041 7.44126  -0.09
C -1.23831 0.54801 7.61248  -0.07
C -1.42286 -0.28990 6.52059  -0.11
C -1.05860 0.15806 5.25476  -0.12
H -0.23259 1.76511 4.08493  0.08
H 0.11155 3.23496 6.04446  0.09
H -0.55180 2.45953 8.29687  0.10
H -1.53570 0.19568 8.59063  0.11
H -1.87241 -1.26588 6.69618  0.03
H -1.20345 -0.48054 4.38322  0.07
F 5.81421 7.11605 -1.91745  -0.80
O -1.56433 -3.50169 5.63918  0.33
H -1.50688 -3.06329 4.76822  0.18
H -0.68323 -3.75231 5.97675  0.20
H -2.19771 -4.25257 5.64308  0.15
N 6.06617 0.18074 -2.42026  -0.64
O 5.47895 1.15486 -2.99915  -0.12
O 6.77772 0.39504 -1.44863  0.01
O 5.84940 -0.96829 -2.84295  -0.05
C -3.90165 -6.28772 2.13696  -0.06
C -2.84448 -6.27354 3.23410  -0.43
C -1.82235 -7.41438 3.13348  -0.22
O -2.30585 -8.66272 3.56194  -0.18
C -3.05752 -9.39738 2.60828  -0.09
N -3.52438 -6.25858 4.53942  0.05
H -4.65265 -7.05652 2.31223  0.07
H -4.42288 -5.33161 2.10276  0.08
H -3.45059 -6.46209 1.15912  0.08
H -2.28172 -5.33461 3.13072  0.12
H -0.98694 -7.18386 3.80349  0.12
H -1.40799 -7.48296 2.11903  0.12
H -2.67919 -9.23774 1.59465  0.09
H -4.11835 -9.14187 2.64778  0.08
H -2.95483 -10.45120 2.85912  0.09
H -2.82453 -6.16498 5.27519  0.06
H -3.89482 -7.19345 4.69686  0.09
Na 3.33975 2.32737 -5.28669  0.72
C 1.49806 6.84450 3.13467  -0.20
C 0.25204 7.73032 3.27202  -0.21
C -0.65284 7.43770 2.06877  -0.21
S -0.30412 5.74226 1.58400  0.66
O 0.29106 5.73183 0.26361  -0.33
O -1.44656 4.90406 1.86147  -0.33
C 0.98365 5.45036 2.79352  -0.23
H 2.09065 6.83420 4.04737  0.12
H 2.13272 7.21382 2.32660  0.13
H -0.27295 7.48236 4.19656  0.12
H 0.51035 8.78679 3.31530  0.12
H -1.70997 7.51665 2.30875  0.10
H -0.41562 8.07573 1.21937  0.11
H 1.74129 4.79792 2.36553  0.08
H 0.51624 4.97299 3.65553  0.11
C -4.94912 -4.72117 7.13585  -0.10
C -6.41937 -4.62294 7.47064  -0.31
O -6.46392 -5.19226 8.76049  0.13
C -5.23833 -4.98338 9.34535  -0.54
O -5.01888 -5.10699 10.49968  0.19
O -4.33790 -4.62161 8.40691  0.06
F -7.19053 -5.36024 6.62571  0.06
H -4.68427 -5.68930 6.70846  0.11
H -4.61203 -3.92055 6.47875  0.12
H -6.80470 -3.60377 7.50685  0.18
C 0.21833 -3.07253 -7.87968  -0.08
C 1.65484 -3.41150 -7.52753  -0.31
O 2.23619 -2.44467 -6.64903  -0.09
H 0.15756 -2.09083 -8.34984  0.06
H -0.20232 -3.81109 -8.56251  0.08
H -0.40384 -3.04227 -6.98140  0.08
H 2.27850 -3.42502 -8.41954  0.11
H 1.70694 -4.39927 -7.05992  0.11
H 1.70527 -2.43463 -5.84661  0.07
F -3.19796 -1.86411 7.84935  -0.67

Atomic forces in eV per Å
C 0.34 0.01 0.22
C -0.77 0.22 0.10
O 0.19 -0.42 0.05
P -0.11 0.99 0.15
O 0.48 -0.25 0.04
C -0.25 -0.14 -0.19
C -0.42 -0.32 0.77
C -0.44 0.28 0.05
C 0.47 -1.38 -0.33
N -0.51 0.19 -0.08
C -0.05 1.27 -0.42
C -0.13 0.21 -0.17
C 0.83 -0.29 -0.25
C 0.16 -0.54 -0.56
C -0.29 -1.32 0.60
C 0.44 0.43 -0.06
P 1.61 2.26 0.04
O 0.02 -0.09 -0.11
O -1.18 -0.33 -0.34
O -0.36 -0.97 0.08
C -0.20 0.47 -0.32
B 0.16 0.19 0.40
O 0.14 0.06 -0.13
N -1.29 -0.48 -0.99
C 0.82 0.06 0.48
C 0.48 -0.10 -0.10
O 0.35 -0.05 0.08
O -0.02 0.04 0.30
C -0.17 -0.44 -0.67
C 0.16 0.24 0.01
H -0.12 0.03 -0.10
H 0.00 -0.14 0.01
H -0.05 -0.01 -0.06
H 0.11 -0.06 -0.21
H 0.23 -0.04 -0.15
H 0.05 0.10 -0.03
H 0.09 -0.10 -0.02
H 0.15 -0.20 0.18
H 0.45 0.07 -0.42
H 0.15 0.19 0.04
H 0.21 0.16 -0.11
H -0.57 0.52 1.18
H 0.02 -0.04 0.38
H 0.32 -0.37 0.16
H -0.06 -0.57 0.20
H 0.05 -0.23 0.23
H -0.20 0.19 0.05
H -0.04 0.04 -0.04
H -0.44 -0.03 0.05
H -0.06 0.14 0.07
H 0.19 0.62 0.33
H -0.04 0.08 0.37
H -0.12 -0.21 -0.11
H 0.02 0.07 -0.05
H -0.04 -0.21 -0.03
H 0.13 -0.21 0.10
H -0.22 0.23 0.21
H -0.08 -0.06 -0.04
H -0.09 0.10 0.25
H -0.04 0.07 -0.09
H -0.18 0.04 -0.08
H 0.02 -0.04 -0.04
H 0.09 0.04 0.16
H -0.11 0.04 0.00
H -0.14 0.02 0.16
H 0.09 -0.01 0.17
H -0.12 0.09 0.10
H -0.02 0.04 0.04
H -0.06 -0.05 -0.03
H -0.05 -0.07 0.00
C 0.12 -0.04 -0.19
C 0.00 0.02 0.01
C -0.01 -0.02 -0.01
C 0.07 0.06 0.09
C 0.38 -0.04 -0.49
C 0.10 -0.08 0.13
H -0.08 0.06 0.00
H -0.01 0.00 0.00
H 0.01 0.00 0.00
H -0.09 -0.04 -0.04
H -0.36 0.21 0.32
H -0.05 0.06 -0.04
F -0.30 -0.29 -0.20
O 0.04 -0.20 -0.12
H -0.11 0.20 0.10
H -0.06 0.17 0.26
H -0.25 0.29 0.17
N -0.09 -0.19 -0.19
O -0.55 0.52 -0.17
O 0.06 0.03 -0.02
O -0.12 -0.02 0.04
C 0.00 0.13 -0.08
C -0.22 -0.19 -0.05
C 0.20 0.09 0.06
O -0.07 0.02 -0.03
C 0.01 -0.09 0.08
N 0.50 0.31 -0.06
H 0.03 -0.03 0.02
H -0.03 -0.01 0.05
H 0.00 -0.03 0.00
H 0.06 -0.03 0.01
H -0.01 -0.04 0.02
H -0.08 0.02 -0.04
H -0.01 0.03 -0.01
H 0.00 0.03 -0.08
H 0.03 0.00 0.01
H 0.02 -0.32 0.02
H -0.16 0.07 0.05
Na 0.84 0.02 -0.74
C -0.08 0.09 -0.09
C 0.04 -0.07 0.03
C 0.02 0.26 0.09
S 0.17 0.01 0.38
O -0.16 -0.21 -0.09
O 0.01 -0.11 -0.24
C 0.22 0.11 0.11
H 0.01 -0.01 0.00
H 0.03 -0.03 0.01
H -0.01 -0.02 -0.01
H -0.01 0.01 -0.02
H -0.03 -0.08 -0.10
H 0.02 -0.08 -0.06
H -0.04 -0.01 -0.07
H -0.06 -0.02 -0.04
C 0.28 0.21 -0.31
C 0.05 -0.27 0.05
O -0.03 0.31 0.09
C 0.06 0.00 -0.05
O -0.01 -0.13 0.02
O 0.02 -0.13 0.36
F 0.00 -0.04 0.04
H -0.39 -0.06 -0.12
H 0.09 0.19 0.28
H -0.06 -0.01 -0.10
C 0.06 0.09 0.03
C -0.12 -0.02 0.16
O -0.11 0.14 -0.13
H -0.02 -0.03 -0.05
H -0.01 -0.01 0.01
H -0.02 -0.06 -0.01
H 0.05 0.01 0.03
H 0.04 -0.05 -0.10
H 0.07 -0.04 0.04
F 0.08 -0.66 -0.55